Below is C52H43IN5O5P2W as an isolated structure in a non-equilibrium geometry, with properties calculated with ωB97M-V with the def2-TZVPD basis set.

Values from the calculation:
* charge: +1
* gap between HOMO and LUMO (spin up / spin down): 5.71 / 5.71 eV
* LUMO level (spin up / spin down): -4.2 / -4.2 eV

Positions of all 109 atoms, in Å:
1 W 0.5040 -0.3379 -1.1050
2 C -4.4483 -0.7664 1.7128
3 C -4.4303 -0.3490 0.2783
4 N -5.4952 0.2589 -0.1868
5 C -5.5477 0.7409 -1.4294
6 C -4.5373 0.6234 -2.3260
7 C -4.6533 1.2922 -3.6725
8 O -4.0552 2.5787 -3.6752
9 C -3.2436 -0.0257 -1.9339
10 C -1.2802 1.1088 -3.2062
11 N -0.0523 0.8373 -2.9568
12 C 1.1490 0.6373 -3.6293
13 C 1.5275 1.0209 -4.9118
14 C 2.8396 0.7769 -5.2836
15 C 3.7124 0.1384 -4.4125
16 C 3.2954 -0.2701 -3.1501
17 C 2.0010 -0.0134 -2.6989
18 I 1.7806 -2.8982 -1.1513
19 C -3.2711 -0.5599 -0.4984
20 O -2.2085 -1.1178 -0.0566
21 H -5.4719 -0.7603 2.0716
22 H -3.8673 -0.0581 2.3019
23 H -4.0085 -1.7514 1.8469
24 H -6.4747 1.2306 -1.6881
25 H -5.7114 1.3668 -3.9498
26 H -4.1298 0.7143 -4.4398
27 H -4.6255 3.1974 -3.2016
28 H -1.7255 1.3256 -4.1713
29 H 0.8302 1.5073 -5.5775
30 H 3.1872 1.0898 -6.2561
31 H 4.7309 -0.0524 -4.7161
32 H 4.0026 -0.7897 -2.5123
33 O -1.0743 4.6394 0.7020
34 C 0.2292 4.7875 0.4464
35 C 0.8397 6.0017 0.7556
36 C 2.1698 6.2073 0.4591
37 C 2.9229 5.2185 -0.1696
38 C 2.3550 3.9942 -0.4275
39 C 1.0191 3.7505 -0.0920
40 C 0.4612 2.4417 -0.3583
41 O 1.2350 1.3864 -0.5443
42 N -0.8283 2.2781 -0.4911
43 N -1.1712 1.0128 -0.8501
44 C -2.1170 1.1058 -1.9499
45 C -2.9005 -1.2039 -2.8412
46 C -3.9130 -1.8197 -3.5713
47 C -3.6601 -2.9032 -4.3919
48 C -2.3691 -3.3961 -4.5091
49 C -1.3560 -2.8546 -3.7458
50 C -1.6155 -1.7834 -2.8798
51 O -0.6200 -1.3589 -2.0817
52 H -1.3750 3.7827 0.3375
53 H 0.2380 6.7709 1.2122
54 H 2.6228 7.1524 0.7144
55 H 3.9459 5.4115 -0.4478
56 H 2.9149 3.2032 -0.9042
57 H -2.6383 2.0678 -1.8665
58 H -4.9183 -1.4339 -3.4860
59 H -4.4740 -3.3612 -4.9329
60 H -2.1599 -4.2235 -5.1671
61 H -0.3506 -3.2533 -3.7812
62 N 1.2464 -1.3078 1.8843
63 P 2.3988 -0.3733 1.0587
64 C 3.9500 -1.1758 1.5983
65 C 4.1700 -1.3870 2.9567
66 C 5.3674 -1.9258 3.3851
67 C 6.3489 -2.2565 2.4629
68 C 6.1371 -2.0355 1.1124
69 C 4.9394 -1.4936 0.6792
70 C 2.5970 1.1150 2.1212
71 C 1.9295 1.3087 3.3238
72 C 2.1267 2.4779 4.0375
73 C 2.9841 3.4556 3.5630
74 C 3.6983 3.2347 2.3973
75 C 3.5142 2.0661 1.6855
76 P -0.3282 -1.4217 1.1370
77 C -0.6128 -3.2332 1.1805
78 C -1.4475 -3.8298 0.2421
79 C -1.6019 -5.2029 0.2177
80 C -0.9253 -5.9993 1.1246
81 C -0.0983 -5.4143 2.0675
82 C 0.0627 -4.0408 2.0956
83 C -1.2288 -0.8460 2.6153
84 C -1.1465 0.5059 2.9291
85 C -1.6410 0.9590 4.1388
86 C -2.2339 0.0718 5.0247
87 C -2.3453 -1.2685 4.6973
88 C -1.8424 -1.7291 3.4933
89 H 1.5089 -1.7871 2.7401
90 H 3.4202 -1.1034 3.6842
91 H 5.5330 -2.0816 4.4398
92 H 7.2814 -2.6755 2.8034
93 H 6.9008 -2.2888 0.3933
94 H 4.7718 -1.3122 -0.3717
95 H 1.2622 0.5473 3.7057
96 H 1.6156 2.6241 4.9753
97 H 3.1142 4.3772 4.1093
98 H 4.4024 3.9749 2.0550
99 H 4.0836 1.8750 0.7851
100 H -1.9682 -3.2264 -0.4851
101 H -2.2365 -5.6512 -0.5309
102 H -1.0399 -7.0719 1.0950
103 H 0.4334 -6.0363 2.7711
104 H 0.7316 -3.6191 2.8310
105 H -0.6786 1.1910 2.2258
106 H -1.5595 2.0038 4.3947
107 H -2.5989 0.4239 5.9772
108 H -2.8134 -1.9596 5.3814
109 H -1.9182 -2.7740 3.2387

Löwdin population analysis, charges in e, atoms 1 to 5: 1.4749, 0.0112, -0.2017, 0.1678, -0.0738